Molecular formula: C45H48IrN4O2PSi
Method: DFT, wB97M-V/def2-TZVPD

Values from the calculation:
Orbital gap (alpha / beta) (eV): 3.800 / 3.807
Molecular weight (g mol⁻¹): 928.18
LUMO energy (alpha / beta) (eV): -0.91 / -0.90
E (hartree): -2847.9406

```
102
Properties=species:S:1:pos:R:3:lowdin_charge:R:1
Ir -0.574 0.082 -0.316 1.019
C 3.833 -0.780 2.619 -0.014
C 4.849 -1.420 1.711 -0.219
C 6.206 -1.354 2.017 -0.042
C 7.158 -1.999 1.245 -0.078
C 6.766 -2.716 0.123 -0.083
C 5.428 -2.769 -0.221 -0.017
C 4.468 -2.132 0.563 -0.220
N 3.101 -2.266 0.220 0.146
C 2.252 -1.233 -0.123 -0.330
N 2.910 -0.048 -0.253 0.210
C 2.626 1.289 -0.485 -0.217
C 0.669 2.802 -0.777 -0.267
C 1.281 3.966 -1.189 -0.084
C 2.618 4.254 -1.466 -0.097
C 3.686 3.445 -1.179 -0.027
C 3.708 2.112 -0.709 -0.197
C 5.094 1.523 -0.496 -0.037
N 0.989 -1.458 -0.333 0.011
C 0.556 -2.802 -0.144 -0.264
C -0.084 -3.142 1.046 -0.010
C -0.480 -4.443 1.291 -0.068
C -0.219 -5.434 0.353 -0.087
C 0.420 -5.100 -0.828 -0.065
C 0.808 -3.791 -1.104 -0.254
C 1.481 -3.480 -2.417 -0.035
H 4.161 -0.861 3.654 0.088
H 2.864 -1.268 2.520 0.081
H 3.691 0.282 2.398 0.075
H 6.514 -0.796 2.893 0.119
H 8.202 -1.955 1.525 0.104
H 7.502 -3.230 -0.481 0.104
H 5.110 -3.309 -1.105 0.113
H 2.781 -3.188 -0.031 0.136
H 3.907 -0.178 -0.157 0.092
H 0.568 4.765 -1.360 0.103
H 2.838 5.233 -1.873 0.098
H 4.662 3.880 -1.353 0.111
H 5.831 2.320 -0.550 0.083
H 5.371 0.776 -1.248 0.094
H 5.194 1.082 0.499 0.078
H -0.273 -2.361 1.770 0.092
H -0.976 -4.688 2.220 0.107
H -0.514 -6.458 0.541 0.104
H 0.627 -5.870 -1.563 0.119
H 0.808 -3.716 -3.243 0.075
H 2.381 -4.086 -2.546 0.082
H 1.748 -2.428 -2.490 0.071
O 2.552 2.709 2.122 -0.045
C 1.355 2.518 2.079 -0.376
O 1.317 1.571 -0.361 -0.148
C 0.331 3.622 2.010 -0.239
P -0.560 3.084 0.477 1.094
C -1.645 4.440 0.002 -0.319
C -2.010 4.622 -1.331 -0.094
C -2.933 5.598 -1.667 -0.068
C -3.501 6.389 -0.678 -0.073
C -3.151 6.200 0.650 -0.068
C -2.230 5.223 0.993 -0.066
C -1.634 1.663 0.849 -0.439
C -2.904 1.696 0.294 -0.096
C -3.872 0.621 0.561 -0.206
C -3.150 -0.366 2.762 -0.048
C -1.832 -0.277 2.565 -0.104
C -1.078 0.635 1.713 -0.252
H 0.759 4.634 1.888 0.093
H -0.342 3.564 2.869 0.092
H -1.564 3.997 -2.095 0.115
H -3.218 5.738 -2.702 0.107
H -4.225 7.147 -0.946 0.106
H -3.599 6.811 1.422 0.107
H -1.965 5.068 2.031 0.104
H -3.221 2.537 -0.305 0.091
H -4.814 0.865 0.058 0.155
H -3.533 -1.140 3.418 0.113
H -1.214 -0.968 3.133 0.095
H -0.093 0.905 2.110 0.044
C -0.971 -0.966 -3.273 -0.166
Si -2.423 -1.704 -2.291 0.447
C -4.048 -1.291 -3.167 -0.166
C -2.345 -3.598 -2.236 -0.161
N -2.390 -0.825 -0.794 -0.169
C -3.444 -0.739 0.014 -0.337
C -4.168 0.530 2.111 -0.252
C -5.564 0.077 2.373 -0.082
C -6.103 -1.027 1.820 -0.124
C -5.451 -1.961 0.948 -0.088
C -4.269 -1.862 0.258 -0.072
H -0.463 -1.708 -3.889 0.019
H -0.222 -0.527 -2.596 -0.021
H -1.320 -0.171 -3.933 0.030
H -4.094 -1.776 -4.145 0.029
H -4.164 -0.216 -3.316 0.030
H -4.901 -1.640 -2.582 0.026
H -1.756 -3.998 -3.065 0.028
H -3.349 -4.019 -2.322 0.032
H -1.906 -3.964 -1.309 0.006
H -4.063 1.545 2.505 0.141
H -6.151 0.665 3.069 0.098
H -7.112 -1.302 2.112 0.093
H -5.961 -2.915 0.858 0.090
H -3.934 -2.770 -0.236 0.088
```